3 unconnected molecules or ions with the total composition C24H37F7N2O12PS2 in a non-equilibrium geometry, computed with the ωB97M-V functional and the def2-TZVPD basis.

Positions of all 85 atoms, in Å:
C -2.3223 2.1779 -7.3764
C -2.1076 2.4062 -5.8749
C -1.2939 1.3114 -5.1577
C -0.2457 0.5946 -6.0145
C 0.5486 -0.3719 -5.1045
C 1.8433 0.2640 -4.5485
C 1.9260 0.4097 -3.0259
C 1.4151 -0.7516 -2.2029
O 2.2810 -1.8279 -2.1100
P 1.8226 -2.7286 -0.7515
O 1.9156 -4.1504 -1.6947
C 0.9076 -5.0867 -1.4679
C -0.2405 -4.9699 -2.4608
C 0.2127 -5.0787 -3.9258
S 3.9926 -3.0082 -0.1751
O 4.7545 -1.7854 -0.0409
O 4.6685 -3.9624 -1.0237
C 3.9727 -3.9075 1.4951
F 5.2476 -4.2688 1.7454
F 3.2496 -5.0377 1.4057
C 3.4953 -3.0822 2.7171
F 3.9822 -3.6676 3.8417
F 2.1647 -3.0653 2.8286
F 3.9500 -1.8305 2.6893
O 1.7292 -1.2646 0.1459
C 1.3080 -0.2155 -0.7196
C -0.1243 0.1762 -0.2896
C -0.2571 1.6705 0.1060
S -0.2704 1.9046 1.9060
C -1.9867 2.0205 2.2054
N -2.6346 3.1334 2.1705
N -3.9536 2.8068 2.4545
C -4.0022 1.5572 2.6317
O -2.7775 0.9761 2.4908
H -2.3466 1.1299 -7.6405
H -3.2747 2.6109 -7.6680
H -1.5428 2.6824 -7.9350
H -3.0861 2.4325 -5.4011
H -1.6521 3.3752 -5.6935
H -1.9537 0.5591 -4.7381
H -0.7469 1.7471 -4.3198
H -0.7601 -0.0314 -6.7353
H 0.4150 1.3033 -6.5007
H -0.1344 -0.6778 -4.3207
H 0.8213 -1.2633 -5.6582
H 1.8943 1.2716 -4.9608
H 2.7047 -0.2525 -4.9538
H 2.9759 0.5124 -2.7582
H 1.4428 1.3162 -2.6691
H 0.3891 -1.0458 -2.4074
H 0.4037 -2.6481 -0.9822
H 1.5230 -3.4056 0.4828
H 1.3567 -6.0750 -1.5998
H 0.5040 -5.0706 -0.4494
H -0.7042 -3.9982 -2.3203
H -0.9999 -5.7104 -2.2197
H 1.2701 -5.3099 -3.9958
H 0.0680 -4.1287 -4.4300
H -0.3858 -5.8136 -4.4532
H 1.9846 0.6162 -0.5213
H -0.3500 -0.3995 0.5956
H -0.8644 -0.0896 -1.0433
H -1.1427 2.1113 -0.3363
H 0.5992 2.1948 -0.3033
H -4.8514 0.9456 2.8541
C -4.5403 3.5317 5.8765
C -3.7435 3.0946 7.0785
O -4.6925 2.3158 7.7963
C -5.5625 1.7932 6.8766
O -6.3068 0.8995 7.0852
O -5.4376 2.4404 5.6913
F -3.3519 4.1440 7.8421
H -5.1060 4.4432 6.0763
H -3.9251 3.6746 4.9909
H -2.8729 2.4778 6.8484
C 1.8129 2.4082 6.7131
C 1.3550 2.7115 5.3068
O 1.6370 4.0939 5.1859
C 2.6898 4.3648 6.0115
O 3.3403 5.3504 5.9745
O 2.8850 3.3408 6.8821
F 0.0165 2.5168 5.1666
H 1.0304 2.6151 7.4451
H 2.1608 1.3863 6.8380
H 1.8838 2.1606 4.5278

Output
- E_LUMO (eV) = 1.83
- maximum force (eV/A) = 2.658
- total charge = -1
- total energy (eV) = -103020.3244